Record 1
C29H28BrF4N5Ru | ωB97M-V with the def2-TZVPD basis set

ORCA input file:
```
! RIJCOSX wB97M-V def2-TZVPD def2/J DEFGRID3
* xyz 1 2
Ru -0.328 0.230 -0.010
C -1.631 -3.411 -0.291
C -1.858 -2.396 0.814
N -0.699 -1.536 1.228
C 0.450 -2.408 1.624
C 1.295 -2.990 0.497
C -1.140 -0.850 2.490
C -2.234 0.159 2.208
N -1.780 0.891 1.039
C -2.365 2.063 0.610
C -1.697 2.797 -0.373
F -0.488 2.297 -0.820
C -2.159 3.984 -0.885
F -1.438 4.617 -1.809
C -3.353 4.514 -0.433
C -4.039 3.809 0.537
F -5.197 4.274 0.998
C -3.569 2.611 1.051
F -4.301 1.971 1.974
H -1.107 -4.295 0.064
H -1.097 -2.996 -1.143
H -2.610 -3.736 -0.645
H -2.188 -2.926 1.714
H -2.658 -1.725 0.522
H 0.044 -3.211 2.249
H 1.078 -1.806 2.275
H 0.937 -3.954 0.152
H 2.316 -3.133 0.852
H 1.326 -2.321 -0.361
H -0.273 -0.328 2.892
H -1.463 -1.593 3.224
H -2.350 0.816 3.074
H -3.203 -0.317 2.039
H -3.739 5.443 -0.825
C 5.188 0.611 -1.834
C 4.278 1.587 -1.449
C 2.927 1.284 -1.369
C 2.499 0.007 -1.701
C 3.395 -0.971 -2.104
C 4.746 -0.664 -2.161
N 1.094 -0.282 -1.606
N 0.619 -0.775 -2.654
C -0.768 -0.915 -2.619
C -1.395 -1.451 -3.743
C -2.774 -1.502 -3.782
C -3.500 -0.977 -2.716
C -2.864 -0.444 -1.601
C -1.473 -0.433 -1.502
H 6.242 0.847 -1.889
H 4.618 2.586 -1.212
H 2.207 2.035 -1.068
H 3.030 -1.955 -2.370
H 5.454 -1.421 -2.470
H -0.786 -1.802 -4.566
H -3.284 -1.915 -4.641
H -4.582 -0.980 -2.755
H -3.470 -0.034 -0.801
Br 0.192 3.207 2.291
C 1.593 1.943 2.261
C 2.684 2.193 3.080
C 3.740 1.303 3.054
C 3.665 0.207 2.208
C 2.534 0.047 1.438
N 1.485 0.890 1.455
H 2.691 3.069 3.710
H 4.609 1.469 3.677
H 4.469 -0.512 2.135
H 2.455 -0.792 0.767
*
```

Properties
**Frontier orbital gap (spin up / spin down)**: 7.397 / 7.359 eV
**<S²>**: 0.760
**ΔE to the lowest compared entry with this formula, charge and spin**: 0.000 eV
**Total energy**: -121465.429 eV
**LUMO energy (spin up / spin down)**: -0.122 / -0.139 hartree

---

Record 2
C29H28Cl2F5N2O2SeTi | ωB97M-V with the def2-TZVPD basis set

ORCA input file:
```
! RIJCOSX wB97M-V def2-TZVPD def2/J DEFGRID3
* xyz 2 2
Ti -0.533 -0.069 -1.008
C -4.745 2.050 -0.696
C -3.806 2.416 -1.851
C -4.006 1.467 -3.029
C -2.362 2.535 -1.399
C -2.032 3.304 -0.270
C -0.725 3.522 0.106
C 0.344 2.993 -0.623
C 1.763 3.272 -0.232
C 0.038 2.276 -1.780
C -1.295 2.056 -2.168
H -5.776 2.046 -1.047
H -4.691 2.758 0.131
H -4.526 1.051 -0.315
H -4.084 3.422 -2.185
H -3.688 0.448 -2.782
H -3.469 1.790 -3.921
H -5.063 1.424 -3.288
H -2.827 3.754 0.312
H -0.517 4.127 0.982
H 2.104 4.194 -0.710
H 2.431 2.474 -0.556
H 1.863 3.409 0.845
H 0.838 1.934 -2.429
H -1.490 1.587 -3.124
O 5.118 -1.620 2.561
C 5.224 -1.554 1.162
C 3.935 -1.033 0.608
C 3.748 -0.908 -0.771
C 2.536 -0.469 -1.250
N 1.527 -0.107 -0.436
C 1.725 -0.163 0.895
C 2.892 -0.658 1.447
C 0.600 0.295 1.740
C 0.747 0.546 3.095
C -0.349 0.955 3.843
C -0.219 1.224 5.312
O 1.096 0.933 5.710
C -1.569 1.103 3.187
C -1.638 0.850 1.839
N -0.579 0.461 1.114
H 5.939 -1.953 2.938
H 5.424 -2.537 0.719
H 6.028 -0.881 0.838
H 4.533 -1.172 -1.468
H 2.342 -0.401 -2.312
H 3.016 -0.766 2.514
H 1.699 0.440 3.592
H -0.957 0.610 5.841
H -0.476 2.275 5.493
H 1.199 1.096 6.653
H -2.458 1.409 3.724
H -2.575 0.948 1.308
Cl -1.744 -2.617 1.906
C -2.654 -2.837 0.437
Cl -2.813 -1.299 -0.542
H -3.679 -3.112 0.654
H -2.175 -3.559 -0.211
F 1.980 -6.274 -1.957
C 1.464 -5.100 -2.261
C 1.411 -4.677 -3.583
F 1.882 -5.460 -4.535
C 0.870 -3.439 -3.898
F 0.831 -3.049 -5.163
C 0.370 -2.597 -2.910
Se -0.380 -0.903 -3.336
C 0.445 -3.059 -1.616
F -0.044 -2.251 -0.605
C 0.972 -4.278 -1.257
F 1.006 -4.651 0.018
*
```

Properties
**Frontier orbital gap (spin up / spin down)**: 6.744 / 7.068 eV
**<S²>**: 0.760
**ΔE to the lowest compared entry with this formula, charge and spin**: 0.279 eV
**Total energy**: -164683.920 eV
**LUMO energy (spin up / spin down)**: -0.264 / -0.253 hartree

---

Record 3
C29H28N3O7Y | ωB97M-V with the def2-TZVPD basis set

ORCA input file:
```
! RIJCOSX wB97M-V def2-TZVPD def2/J DEFGRID3
* xyz 0 1
C 2.411 0.069 1.020
C 2.263 -0.696 -0.171
C 1.887 0.186 -1.223
H 2.495 -1.756 -0.276
C 1.812 1.510 -0.680
C 2.150 1.433 0.700
H 1.619 2.422 -1.246
C -1.421 -1.851 1.470
C -0.195 -2.373 0.967
C -0.244 -2.306 -0.456
H 0.598 -2.830 1.561
C -1.491 -1.721 -0.832
C -2.212 -1.421 0.371
H 1.819 -0.072 -2.279
H 2.241 2.278 1.387
H 2.759 -0.316 1.981
H -3.214 -0.987 0.407
H 0.495 -2.694 -1.159
H -1.743 -1.853 2.510
Y -0.098 0.113 0.398
C -1.984 -1.446 -2.233
C -3.501 -1.681 -2.289
C -1.286 -2.358 -3.254
H -3.726 -2.711 -1.978
H -3.856 -1.526 -3.311
H -4.038 -0.986 -1.633
H -1.451 -3.410 -2.985
H -0.205 -2.168 -3.307
H -1.715 -2.181 -4.248
C -1.611 0.038 -2.540
C -2.137 0.563 -3.880
H -0.506 0.133 -2.546
H -2.018 0.718 -1.759
O -3.060 0.038 -4.496
N -1.532 1.674 -4.399
C -0.367 2.397 -3.899
H -1.973 2.027 -5.241
C 0.951 1.813 -4.377
C 2.137 2.461 -4.016
H 2.068 3.390 -3.442
C 3.374 1.926 -4.377
H 4.289 2.428 -4.057
C 3.432 0.756 -5.145
H 4.399 0.344 -5.439
C 2.250 0.122 -5.540
H 2.274 -0.785 -6.147
C 1.007 0.653 -5.160
H 0.081 0.173 -5.485
H -0.390 2.420 -2.795
H -0.447 3.443 -4.234
O -2.072 1.074 3.019
C -0.922 0.767 3.346
O 0.052 0.499 2.507
C -0.504 0.592 4.778
C 0.850 0.464 5.136
C 1.207 0.171 6.470
C 0.237 0.006 7.465
C -1.107 0.154 7.106
C -1.480 0.469 5.778
N -2.129 -0.072 8.096
O -1.778 -0.379 9.256
O -3.326 0.044 7.756
N 2.602 0.011 6.797
O 3.443 0.155 5.882
O 2.918 -0.265 7.974
H 1.632 0.566 4.387
H 0.518 -0.246 8.483
H -2.529 0.589 5.525
*
```

Properties
**Frontier orbital gap**: 7.473 eV
**Total energy**: -50370.819 eV
**LUMO energy**: -0.048 hartree